The following is a quantum chemistry calculation of C42H44BrN8O7Sr as an isolated structure, from the OMol25 dataset.

The geometry in XYZ format:
```
103
Properties=species:S:1:pos:R:3:forces:R:3:mulliken_charge:R:1
Sr -0.166077 -2.235788 1.250281 -0.0687 0.7822 0.0028 1.743
O 3.191503 -4.617751 1.811340 0.1078 0.0123 -0.1372 -0.780
C 2.077605 -4.392701 1.337381 -0.1063 -0.1169 0.2149 -0.261
O 1.749233 -3.464024 0.536143 -0.1747 -0.0357 0.1430 -0.742
C 0.965069 -5.315172 1.929999 0.0878 -0.1024 -0.1048 0.206
C 0.645520 -4.840964 3.362465 -0.0084 -0.0431 -0.0875 -0.243
C 0.092286 -6.007175 4.186536 -0.0091 0.1220 0.1160 -1.046
C -1.334032 -6.145961 3.605240 -0.1277 0.1667 0.1208 -0.993
C -1.341204 -5.038521 2.546629 0.0439 -0.0845 -0.0919 0.215
O -0.528788 -4.003826 3.169839 0.0822 -0.2175 -0.0294 -0.562
C -0.485418 -5.484611 1.351487 -0.1463 -0.1122 -0.1769 -0.201
C -0.910951 -4.856523 -0.016016 0.2385 -0.0972 0.0627 -0.094
O -0.597044 -5.474873 -1.026934 -0.0606 0.0426 -0.0525 -0.791
O -1.601395 -3.775388 0.041942 0.0502 0.0057 0.0714 -0.578
H 1.439198 -6.293002 1.982875 0.0407 0.0155 -0.0130 0.744
H 1.437448 -4.262370 3.831229 0.0182 -0.0166 -0.0073 0.718
H 0.063811 -5.753510 5.246608 -0.0029 -0.0009 -0.0034 0.342
H 0.702562 -6.899984 4.064292 0.0047 -0.0053 -0.0034 0.382
H -2.091457 -5.957424 4.367259 0.0119 -0.0037 0.0042 0.335
H -1.529745 -7.121597 3.163879 -0.0024 -0.0067 -0.0114 0.388
H -2.309469 -4.624113 2.281058 0.0013 -0.0194 0.0021 0.472
H -0.631526 -6.552462 1.186421 -0.0217 0.0118 -0.0386 0.623
C 4.364277 4.905486 0.455164 -0.0108 0.0001 0.0153 -2.327
C 3.000782 4.669696 -0.195790 0.0408 0.0064 -0.0012 2.420
C 3.228021 4.382475 -1.688410 -0.0567 0.0146 0.0392 -1.463
C 2.174233 5.955261 -0.053761 -0.0031 -0.0122 -0.0046 -1.819
C 2.255802 3.494520 0.435948 0.1296 0.0178 0.0807 -0.920
C 1.001482 3.148715 -0.032639 -0.1273 -0.0651 -0.0379 0.344
C 0.342782 2.045556 0.479284 -0.0349 0.1386 -0.0005 -0.199
Br -1.396787 1.683499 -0.212599 -0.0005 0.0376 0.0029 -0.015
C 0.887299 1.169731 1.446706 0.1541 -0.0706 0.1317 0.450
O 0.328833 0.056285 1.773609 -0.0981 0.1013 -0.0742 -1.067
C 2.130681 1.610656 2.012455 -0.1310 -0.0511 -0.0207 -0.489
C 2.768390 2.723738 1.485645 -0.0024 0.0276 -0.1109 -0.330
C 2.713738 0.845489 3.205146 0.0538 0.0363 0.0546 2.630
C 3.035310 -0.614994 2.853181 0.2160 -0.1717 -0.1669 -1.302
C 4.025244 1.474644 3.696615 -0.0358 0.0084 -0.0204 -2.429
C 1.718901 0.899618 4.375492 0.0257 -0.0340 -0.0101 -1.904
H 4.864219 5.744121 -0.035159 -0.0004 -0.0022 -0.0060 0.435
H 5.008598 4.028794 0.363709 0.0033 0.0027 0.0003 0.387
H 4.266137 5.148506 1.515071 -0.0011 -0.0047 0.0021 0.437
H 3.751956 5.215405 -2.166525 0.0048 0.0059 -0.0104 0.501
H 2.282789 4.230331 -2.213577 0.0346 0.0130 0.0299 0.168
H 3.830097 3.479026 -1.814592 0.0051 -0.0065 -0.0011 0.290
H 2.696273 6.800611 -0.510955 0.0011 0.0014 -0.0043 0.468
H 2.001955 6.183859 0.999748 0.0002 -0.0010 -0.0022 0.401
H 1.201549 5.857713 -0.537790 0.0006 0.0070 -0.0002 0.277
H 0.516898 3.722344 -0.814413 -0.0016 0.0004 0.0020 0.396
H 3.723250 3.003865 1.902265 0.0152 0.0115 0.0085 0.534
H 3.486612 -0.694975 1.861456 0.0263 0.0056 0.0280 0.217
H 2.176088 -1.279056 2.857715 -0.1676 0.1335 0.0385 -0.074
H 3.752721 -1.023247 3.569760 -0.0191 -0.0024 0.0135 0.572
H 4.808827 1.432013 2.936427 -0.0012 -0.0099 -0.0022 0.417
H 4.378596 0.917955 4.566560 -0.0078 0.0020 0.0058 0.494
H 3.889929 2.515290 3.999456 -0.0020 0.0085 -0.0155 0.434
H 0.750193 0.501104 4.080095 -0.0107 -0.0016 -0.0100 0.264
H 1.588846 1.929867 4.716278 -0.0182 -0.0045 -0.0087 0.386
H 2.101254 0.310021 5.214160 -0.0103 -0.0025 0.0003 0.463
C -4.707505 -2.263731 -0.812246 0.0233 -0.0059 0.0023 -1.356
N -4.164993 -1.997911 0.512867 0.1109 0.0870 -0.0376 1.343
C -3.077762 -1.286711 0.820042 -0.1155 -0.2178 -0.0400 -0.121
N -2.799694 -1.406495 2.104427 0.0043 -0.0562 0.0498 -0.141
C -3.794547 -2.221124 2.545266 0.0601 0.0186 -0.0470 -0.527
N -4.643039 -2.602630 1.616452 -0.0619 -0.0688 0.0353 -1.054
C -5.239314 -1.005454 -1.451741 -0.0025 -0.0141 0.0161 0.595
C -6.576120 -0.652073 -1.314469 0.0042 -0.0103 -0.0016 -0.702
C -7.048730 0.539925 -1.846250 -0.0033 0.0084 -0.0009 -0.689
C -6.188644 1.397480 -2.509185 -0.0039 -0.0020 -0.0108 -0.974
C -4.848117 1.050102 -2.650929 -0.0265 -0.0689 0.0330 -0.087
C -4.378734 -0.153723 -2.132466 -0.0220 0.0323 0.0117 0.247
C -3.933555 1.968932 -3.319027 0.0454 0.1565 -0.1200 0.524
N -4.175093 3.118767 -3.853605 -0.1649 -0.0997 0.1364 -0.562
N -2.961474 3.607002 -4.300233 0.2228 0.0090 -0.0897 -0.584
C -2.076429 2.713051 -4.009917 -0.1554 0.1060 0.0072 0.455
O -2.625827 1.641956 -3.394032 0.0415 -0.1054 0.0226 -0.115
C -0.634993 2.720733 -4.234130 0.0456 -0.0238 0.0236 -0.081
C -0.024397 3.794519 -4.872323 -0.0175 0.0051 0.0106 -1.054
C 1.347834 3.774356 -5.061191 0.0201 -0.0284 -0.0262 -0.669
C 2.102606 2.696758 -4.618685 -0.0157 -0.0041 -0.0450 -0.695
C 1.494459 1.624059 -3.976925 -0.0117 -0.0181 0.0069 1.167
C 2.336457 0.473288 -3.463914 -0.0102 0.0106 0.0220 -1.554
N 1.553581 -0.511020 -2.757143 0.0390 0.0225 0.0474 1.041
C 1.094306 -0.415281 -1.507004 0.0325 0.0497 -0.0575 -1.045
N 0.219525 -1.369391 -1.280247 0.0265 -0.2529 0.2372 1.197
C 0.195161 -2.064707 -2.450356 0.0288 0.0911 -0.0244 -0.841
N 0.970003 -1.557989 -3.386279 -0.0580 -0.0567 -0.0331 -1.107
C 0.122232 1.642888 -3.785760 0.0201 0.0116 -0.0434 0.179
H -5.492209 -3.001952 -0.667230 -0.0101 0.0111 -0.0123 0.546
H -3.913798 -2.715468 -1.409733 0.0100 -0.0133 0.0227 0.270
H -2.503763 -0.733857 0.092223 0.0045 0.0187 0.0084 0.153
H -3.888160 -2.538717 3.570688 -0.0018 -0.0007 0.0021 0.488
H -7.248062 -1.312408 -0.779195 0.0011 0.0005 0.0013 0.456
H -8.091673 0.805303 -1.732843 -0.0006 0.0011 -0.0020 0.387
H -6.535943 2.337363 -2.916199 0.0023 0.0027 -0.0028 0.518
H -3.333867 -0.419485 -2.248931 -0.0030 0.0056 -0.0094 0.719
H -0.626404 4.628544 -5.206658 -0.0011 0.0002 0.0001 0.525
H 1.835414 4.606561 -5.552033 0.0028 0.0028 0.0031 0.394
H 3.177366 2.696321 -4.763287 -0.0002 0.0086 0.0056 0.423
H 3.090458 0.855240 -2.772813 0.0224 -0.0070 -0.0116 0.321
H 2.849672 -0.035791 -4.278653 -0.0213 0.0003 -0.0138 0.371
H 1.408553 0.357856 -0.821783 -0.0042 -0.0282 -0.0048 0.359
H -0.384647 -2.966052 -2.578560 0.0072 -0.0101 0.0014 0.615
H -0.372993 0.824825 -3.281627 0.0071 -0.0041 0.0014 0.743
```
Forces are in eV/Å.

E_tot: -141407.6850 eV
Energy above the lowest of the compared OMol25 structures with the same formula, charge and spin: 14.1 kJ/mol
Orbital gap: 6.8 eV
LUMO: 0.0636 Eh
Charge: -1
HOMO energy: -5.03 eV
Strongest force on any atom: 0.0153 hartree/bohr